This record from OMol25 describes one molecule with the formula C3H5NOS2 at a distorted geometry. The level of theory is ωB97M-V with the def2-TZVPD basis set.

Element x y z (Å)
C (-2.2893, 1.0693, -0.3035)
N (-1.1353, 0.2115, 0.0337)
S (-1.3567, -1.4743, -0.0781)
C (0.0882, 0.7674, 0.2265)
O (0.3246, 1.9578, 0.1696)
C (1.2403, -0.2135, 0.5445)
S (2.5846, -0.3015, -0.2935)
H (-1.9356, 2.1189, -0.2906)
H (-3.1235, 0.9634, 0.4975)
H (-2.6591, 0.8682, -1.3249)
H (-1.8916, -1.6710, 1.1711)
H (1.0781, -0.7487, 1.4952)

Computed properties:
SMILES ... CN(S)C(=O)C=S
Kohn-Sham gap ... 8.348 eV
Net charge ... 0
Relative energy (zero: lowest compared OMol25 entry of this formula, charge and spin) ... 1.4736 eV

This record from OMol25 describes a 9-piece molecular cluster, C29H49F2IN9OP2 overall at a distorted geometry. The level of theory is ωB97M-V with the def2-TZVPD basis set.

Element x y z (Å)
C (-2.2011, -3.2990, 3.0067)
C (-2.1046, -3.2365, 1.8216)
C (-1.9876, -3.1331, 0.3842)
P (-0.3649, -2.3820, -0.3741)
F (-1.3885, -1.7627, -1.6639)
C (1.1889, -1.6187, -1.2422)
N (0.9298, -0.9965, -2.5600)
C (2.1126, -0.2870, -3.0451)
C (-0.1313, -3.9728, -1.5233)
C (-0.8826, -3.9526, -2.7923)
O (-0.3866, -3.7921, -3.8703)
I (-3.0509, -4.2379, -2.8837)
C (0.7825, -3.1746, 0.9470)
F (0.4465, -4.5450, 1.1324)
C (1.0582, -2.5648, 2.3128)
C (2.2245, -1.5847, 2.3307)
P (-0.6843, -0.3710, 0.7057)
C (-0.4991, 0.9348, -0.5871)
C (-2.4762, -0.1419, 1.1048)
C (-2.8218, 1.3485, 1.3436)
H (-2.4237, -3.3999, 4.0441)
H (-2.1710, -4.1356, -0.0023)
H (-2.8066, -2.5431, -0.0159)
H (1.9784, -2.3684, -1.3874)
H (1.6296, -0.8732, -0.5769)
H (0.8625, -1.7929, -3.1864)
H (2.9912, -0.9490, -3.1180)
H (2.3924, 0.5284, -2.3840)
H (1.9202, 0.0739, -4.0542)
H (-0.3333, -4.8994, -0.9904)
H (0.8954, -4.0502, -1.8734)
H (1.7714, -3.2257, 0.4815)
H (1.3984, -3.4152, 2.9149)
H (0.1925, -2.1841, 2.8376)
H (3.1496, -2.0833, 2.0435)
H (2.3480, -1.1971, 3.3410)
H (2.0552, -0.7252, 1.6877)
H (-1.2052, 0.7946, -1.4044)
H (0.5088, 0.9617, -0.9819)
H (-0.6900, 1.9083, -0.1407)
H (-3.1512, -0.5184, 0.3379)
H (-2.6569, -0.6585, 2.0417)
H (-3.1444, 1.7766, 0.3991)
H (-1.9688, 1.9004, 1.7291)
H (-3.6193, 1.3908, 2.0819)
C (-3.2407, 4.8647, -1.6115)
C (-2.5623, 5.0302, -0.3368)
N (-2.0244, 5.1370, 0.6696)
H (-3.3183, 3.8083, -1.8634)
H (-4.2444, 5.2843, -1.5698)
H (-2.6891, 5.3644, -2.4056)
C (-4.2667, -2.7974, 7.3579)
C (-3.5412, -2.0481, 6.3465)
N (-2.9702, -1.4317, 5.5653)
H (-3.6708, -2.8863, 8.2644)
H (-5.1900, -2.2822, 7.6173)
H (-4.5231, -3.7975, 7.0120)
C (2.9639, 2.8569, -5.4641)
C (2.4108, 3.3061, -4.1983)
N (1.9420, 3.6421, -3.2067)
H (3.7643, 2.1355, -5.3068)
H (2.1946, 2.3841, -6.0719)
H (3.3726, 3.6840, -6.0364)
C (-1.4666, -1.4994, -5.6885)
C (-0.5128, -0.6744, -6.4138)
N (0.2410, -0.0335, -6.9960)
H (-1.0486, -1.8327, -4.7385)
H (-2.3781, -0.9433, -5.4775)
H (-1.7296, -2.3842, -6.2649)
C (5.6748, 6.0437, -5.8195)
C (6.0661, 4.6684, -5.5588)
N (6.3516, 3.5775, -5.3527)
H (5.6149, 6.2259, -6.8909)
H (4.6994, 6.2498, -5.3815)
H (6.3966, 6.7355, -5.3895)
C (-1.9997, 0.9258, 8.3713)
C (-2.4777, -0.1239, 9.2538)
N (-2.8544, -0.9591, 9.9457)
H (-0.9195, 0.8591, 8.2523)
H (-2.4543, 0.8623, 7.3836)
H (-2.2299, 1.9061, 8.7857)
C (3.4251, 0.7694, -9.3894)
C (3.3998, 2.1562, -8.9554)
N (3.3725, 3.2395, -8.5815)
H (4.1308, 0.1968, -8.7907)
H (2.4391, 0.3201, -9.2799)
H (3.7228, 0.7004, -10.4340)
C (-0.1758, 0.3195, 12.0684)
C (0.5852, 0.9699, 11.0127)
N (1.1660, 1.4787, 10.1649)
H (0.3979, 0.2943, 12.9933)
H (-1.1061, 0.8529, 12.2532)
H (-0.4245, -0.7014, 11.7850)

Computed properties:
Kohn-Sham gap ... 5.611 eV
Net charge ... -1

This record from OMol25 describes one molecule with the formula C21H23N3O3. The level of theory is ωB97M-V with the def2-TZVPD basis set.

Element x y z (Å)
C (3.6906, 2.3641, -2.0849)
O (3.3391, 1.2384, -1.3187)
C (4.0499, 0.9606, -0.1958)
C (5.1602, 1.6673, 0.2487)
C (5.8272, 1.2731, 1.3975)
C (5.4001, 0.1756, 2.1206)
C (4.2883, -0.5318, 1.6956)
C (3.6114, -0.1498, 0.5495)
N (2.4798, -0.8603, 0.1112)
C (2.4211, -2.1752, -0.2962)
C (3.6026, -3.0703, -0.2589)
N (1.2447, -2.5233, -0.7209)
C (0.4527, -1.4084, -0.6051)
C (-0.8888, -1.2278, -0.9072)
C (-1.4367, 0.0274, -0.6854)
C (-2.8615, 0.3399, -0.9843)
O (-3.2384, 1.4656, -1.2649)
N (-3.7061, -0.7232, -0.9459)
C (-5.1323, -0.5427, -1.0239)
C (-5.8028, -0.5890, 0.3854)
C (-6.5536, 0.7050, 0.7056)
C (-5.4122, 1.5866, 1.2078)
C (-4.5307, 0.5740, 1.9441)
O (-4.8287, -0.7101, 1.4076)
C (-0.6552, 1.0757, -0.1756)
C (0.6752, 0.9109, 0.1414)
C (1.2234, -0.3401, -0.0883)
H (2.9666, 2.3996, -2.8969)
H (3.6223, 3.2860, -1.4990)
H (4.6989, 2.2687, -2.5005)
H (5.5178, 2.5235, -0.3009)
H (6.6896, 1.8343, 1.7237)
H (5.9226, -0.1269, 3.0145)
H (3.9299, -1.3811, 2.2571)
H (4.5017, -2.5288, -0.5478)
H (3.7496, -3.4719, 0.7434)
H (3.4341, -3.9000, -0.9389)
H (-1.4571, -2.0417, -1.3285)
H (-3.3927, -1.5629, -0.4848)
H (-5.5570, -1.3209, -1.6641)
H (-5.2927, 0.4312, -1.4912)
H (-6.4410, -1.4760, 0.4554)
H (-7.2761, 0.5246, 1.5034)
H (-7.0705, 1.1150, -0.1583)
H (-4.8656, 2.0126, 0.3661)
H (-5.7475, 2.3899, 1.8594)
H (-4.7538, 0.5454, 3.0177)
H (-3.4631, 0.7810, 1.8146)
H (-1.1345, 2.0332, -0.0362)
H (1.2633, 1.7205, 0.5460)

Computed properties:
SMILES ... COc1ccccc1-n1c(C)nc2cc(C(=O)NC[C@@H]3CCCO3)ccc21
Kohn-Sham gap ... 9.030 eV
Net charge ... 0
Relative energy (zero: lowest compared OMol25 entry of this formula, charge and spin) ... 1.9757 eV

This record from OMol25 describes one molecule with the formula C7H13NO at a distorted geometry. The level of theory is ωB97M-V with the def2-TZVPD basis set.

Element x y z (Å)
C (0.5022, -1.0609, -1.7526)
C (0.1892, -0.2452, -0.7569)
C (0.2804, 1.5147, -1.2450)
N (1.5252, 1.8595, -1.6759)
O (-0.6554, 2.2929, -1.2789)
C (-0.3703, -0.2067, 0.5640)
C (-1.8722, 0.0329, 0.6068)
C (0.3908, 0.6131, 1.6029)
C (-0.0806, -1.9588, 1.0152)
H (0.8202, -0.6716, -2.7144)
H (0.4457, -2.1390, -1.6621)
H (1.6895, 2.8039, -2.0050)
H (2.3051, 1.2272, -1.5980)
H (-2.2623, -0.1658, 1.6094)
H (-2.0955, 1.0765, 0.3623)
H (-2.3981, -0.5999, -0.1121)
H (1.4716, 0.4931, 1.4976)
H (0.1042, 0.3023, 2.6124)
H (0.1515, 1.6763, 1.5092)
H (-0.4817, -2.0162, 2.0282)
H (-0.6446, -2.6374, 0.3751)
H (0.9851, -2.1910, 1.0180)

Computed properties:
SMILES ... C=C(C(N)=O)C(C)(C)C
Kohn-Sham gap ... 9.476 eV
Net charge ... 0
Relative energy (zero: lowest compared OMol25 entry of this formula, charge and spin) ... 1.9113 eV

This record from OMol25 describes a 2-piece molecular cluster, C5H15NSi overall at a distorted geometry. The level of theory is ωB97M-V with the def2-TZVPD basis set.

Element x y z (Å)
C (-1.1722, -1.4639, 1.5560)
C (0.3486, 0.3008, 2.6113)
C (-1.6962, 0.6718, -2.2758)
C (2.4114, 0.4991, -1.5842)
C (0.2013, -0.9334, 1.6190)
N (-0.3202, 0.4010, -2.2296)
Si (0.6575, 0.6311, -0.8950)
H (-1.9105, -0.8804, 1.0590)
H (-1.0086, -2.4503, 0.9540)
H (-1.8042, -1.8484, 2.4805)
H (0.2293, -0.0173, 3.6246)
H (-0.4884, 1.0601, 2.4009)
H (1.3850, 0.6876, 2.4636)
H (-1.9186, 1.5520, -2.9682)
H (-2.2907, -0.1104, -2.6917)
H (-2.1673, 0.9427, -1.4073)
H (3.1199, -0.1067, -0.8916)
H (2.3313, -0.0060, -2.5940)
H (2.9248, 1.5059, -1.5695)
H (0.9151, -1.7729, 1.7263)
H (-0.0123, 0.2380, -3.2020)
H (-0.0970, 1.7153, -0.0605)

Computed properties:
Kohn-Sham gap (alpha / beta) ... 7.343 / 7.345 eV
Net charge ... 0
Relative energy (zero: lowest compared OMol25 entry of this formula, charge and spin) ... 3.8200 eV

This record from OMol25 describes a 2-piece molecular cluster, C6H12O2 overall at a distorted geometry. The level of theory is ωB97M-V with the def2-TZVPD basis set.

Element x y z (Å)
C (1.3313, -2.3724, 1.6515)
C (-0.0369, -2.3531, 0.9388)
C (-0.3349, -1.0268, 0.3291)
C (0.0464, -0.5660, -0.8511)
C (-0.3777, 0.7517, -1.3711)
C (0.2632, 1.4854, -2.2799)
O (-0.1364, 2.6196, -2.8845)
H (1.5063, -3.2447, 2.2794)
H (1.5009, -1.4643, 2.2327)
H (2.0897, -2.4128, 0.8692)
H (-0.8792, -2.6774, 1.5530)
H (0.0453, -3.1860, 0.2260)
H (-0.8672, -0.3928, 1.0354)
H (0.5356, -1.1778, -1.6056)
H (-1.3180, 1.1147, -0.9605)
H (1.2182, 1.1516, -2.6730)
H (-0.8669, 3.0776, -2.4957)
O (-1.6225, 3.5051, 1.3832)
H (-1.1484, 3.7740, 0.5837)
H (-0.9488, 3.3943, 2.0395)

Computed properties:
SMILES ... CC/C=C/C=C/O.O
Kohn-Sham gap ... 8.774 eV
Net charge ... 0
Relative energy (zero: lowest compared OMol25 entry of this formula, charge and spin) ... 2.2523 eV

This record from OMol25 describes a 6-piece molecular cluster, H12O6 overall. The level of theory is ωB97M-V with the def2-TZVPD basis set.

Element x y z (Å)
O (-3.5276, 2.5722, -0.2985)
H (-3.3547, 2.8458, 0.6023)
H (-3.3468, 3.3510, -0.8248)
O (0.3081, 0.7259, 0.0098)
H (-0.2471, 1.2096, -0.6018)
H (0.3312, -0.1648, -0.3400)
O (1.3146, 3.2421, -4.9209)
H (1.7764, 3.8667, -5.4803)
H (1.7435, 2.4037, -5.0922)
O (3.1943, 2.3517, 2.7836)
H (3.5841, 2.8435, 2.0609)
H (2.4700, 1.8706, 2.3834)
O (-2.6062, -3.9906, 1.3443)
H (-3.2072, -4.5863, 0.8968)
H (-2.9959, -3.8614, 2.2090)
O (1.6005, -5.2567, 1.8751)
H (0.7639, -4.9120, 1.5628)
H (2.1990, -4.5109, 1.8305)

Computed properties:
SMILES ... O.O.O.O.O.O
Kohn-Sham gap ... 11.812 eV
Net charge ... 0
Relative energy (zero: lowest compared OMol25 entry of this formula, charge and spin) ... 1.7476 eV

This record from OMol25 describes an isolated ion of composition C8H7ClNO3 and charge +1 at a distorted geometry. The level of theory is ωB97M-V with the def2-TZVPD basis set.

Element x y z (Å)
O (-2.4280, 0.1847, 1.8008)
C (-2.8521, -0.5488, 0.9518)
Cl (-4.5505, -0.3479, 0.4303)
C (-1.8633, -1.6308, 0.3401)
C (-0.4539, -0.9017, 0.2959)
C (-0.2523, 0.0530, -0.8041)
C (1.0249, 0.7788, -0.8493)
C (1.2211, 1.8356, -2.0011)
O (0.4123, 1.9445, -2.8694)
O (2.3617, 2.6342, -1.8987)
C (2.0471, 0.4816, 0.1817)
C (1.7220, -0.5000, 1.2233)
N (0.4853, -1.1502, 1.2712)
H (-2.1037, -1.9068, -0.7174)
H (-1.7542, -2.5354, 0.9924)
H (-1.0632, 0.1987, -1.5640)
H (2.3182, 3.0255, -0.9992)
H (3.0441, 0.9817, 0.1849)
H (2.4428, -0.7772, 2.0271)
H (0.2416, -1.8195, 2.0037)

Computed properties:
SMILES ... O=C(Cl)Cc1cc(C(=O)O)cc[nH+]1
Kohn-Sham gap ... 8.962 eV
Net charge ... +1